{
  "formula": "C51H100N2O11S2",
  "method": "the ωB97M-V functional and the def2-TZVPD basis",
  "symbols": ["C", "C", "C", "C", "C", "S", "C", "C", "C", "C", "C", "O", "O", "C", "N", "S", "N", "C", "O", "C", "C", "C", "C", "C", "C", "C", "H", "H", "H", "H", "H", "H", "H", "H", "H", "H", "H", "H", "H", "H", "H", "H", "H", "H", "H", "H", "C", "C", "O", "C", "C", "H", "H", "H", "H", "H", "H", "H", "H", "H", "H", "C", "C", "O", "C", "C", "H", "H", "H", "H", "H", "H", "H", "H", "H", "H", "C", "C", "O", "C", "C", "H", "H", "H", "H", "H", "H", "H", "H", "H", "H", "C", "C", "O", "C", "C", "H", "H", "H", "H", "H", "H", "H", "H", "H", "H", "C", "C", "O", "C", "C", "H", "H", "H", "H", "H", "H", "H", "H", "H", "H", "C", "C", "O", "C", "C", "H", "H", "H", "H", "H", "H", "H", "H", "H", "H", "C", "C", "O", "C", "C", "H", "H", "H", "H", "H", "H", "H", "H", "H", "H", "C", "C", "O", "C", "C", "H", "H", "H", "H", "H", "H", "H", "H", "H", "H"],
  "coordinates": [[0.214801, -0.085221, 0.224516], [0.114662, 0.647944, -1.191398], [0.936797, -0.080858, -2.318843], [0.521296, -1.561126, -2.579217], [1.226609, -2.693826, -1.955612], [2.625428, -2.461532, -0.793984], [0.856324, -4.145712, -2.239410], [-0.254000, -4.537098, -3.193867], [-0.556706, -6.064854, -3.471477], [-2.026562, -6.528143, -3.104455], [-2.297292, -6.170545, -1.593373], [-1.867269, -6.941329, -0.767183], [-2.958175, -5.006805, -1.269654], [-1.003555, -3.399991, -3.812399], [-2.055321, -3.628253, -4.686682], [-2.506533, -2.046197, -5.045104], [-1.433374, -1.080998, -4.213301], [-0.610012, -1.950947, -3.513135], [-1.242718, 0.851956, -1.593910], [-1.862372, 1.943093, -0.919110], [-2.813306, 1.455291, 0.256703], [-4.012345, 0.703359, -0.138089], [-4.888613, 0.230049, 0.960155], [-4.522827, 0.527986, 2.354923], [-3.323473, 1.285445, 2.746472], [-2.453533, 1.761412, 1.653873], [1.296118, -0.411833, 0.305612], [-0.447023, -0.986363, 0.291553], [0.066766, 0.647677, 1.065628], [0.626095, 1.650266, -1.024556], [0.841665, 0.498232, -3.279007], [2.021559, -0.106307, -2.003005], [2.233590, -3.203502, 0.305378], [1.411224, -4.987033, -1.745106], [-0.446687, -6.228897, -4.588150], [0.215303, -6.728937, -2.983162], [-2.059529, -7.641748, -3.281916], [-2.747677, -6.009595, -3.789374], [-3.311951, -4.626512, -2.101876], [-1.152392, 2.676732, -0.448466], [-2.524493, 2.547387, -1.610384], [-4.234803, 0.527909, -1.221062], [-5.819195, -0.321750, 0.697869], [-5.198401, 0.168764, 3.170492], [-3.059545, 1.495051, 3.815955], [-1.529299, 2.357099, 1.869820], [4.092274, -5.979799, -6.157499], [3.345811, -6.352484, -4.888833], [2.747818, -7.635438, -4.941011], [3.610842, -8.743708, -5.140814], [4.645161, -8.913647, -4.041111], [3.441256, -6.076100, -7.029456], [4.453379, -4.951346, -6.098418], [4.956353, -6.627264, -6.321502], [2.526505, -5.650025, -4.717073], [4.001141, -6.276986, -4.014100], [4.087292, -8.683491, -6.124283], [2.970991, -9.628214, -5.159617], [5.352324, -8.081214, -4.021414], [5.216112, -9.831310, -4.195179], [4.162878, -8.957283, -3.062131], [-2.102168, 8.197329, -0.696519], [-1.938259, 7.047064, -1.673696], [-2.350349, 5.793627, -1.151831], [-3.714603, 5.686422, -0.768332], [-4.685388, 5.904615, -1.916360], [-1.595701, 7.976872, 0.246067], [-1.683806, 9.114845, -1.115255], [-3.153430, 8.384840, -0.466447], [-0.878698, 6.943180, -1.918727], [-2.454914, 7.254740, -2.616823], [-3.930654, 6.361830, 0.065155], [-3.846648, 4.670930, -0.387527], [-4.639008, 6.928759, -2.293749], [-5.709678, 5.717150, -1.588360], [-4.452867, 5.237552, -2.749547], [-1.636921, -7.483371, 2.435257], [-0.693894, -8.599565, 2.845581], [-0.766136, -8.930439, 4.225303], [-2.023071, -9.391285, 4.693622], [-2.492369, -10.668355, 4.016818], [-1.483753, -6.601249, 3.059244], [-1.472409, -7.209913, 1.392097], [-2.683072, -7.780370, 2.540480], [0.334125, -8.277160, 2.661774], [-0.852018, -9.493218, 2.232229], [-2.775188, -8.600816, 4.607642], [-1.897705, -9.585625, 5.760878], [-2.694321, -10.510021, 2.954584], [-3.413288, -11.027837, 4.480488], [-1.730413, -11.447222, 4.093207], [-4.962175, -13.126945, 0.654800], [-4.894861, -12.869961, -0.840941], [-5.275179, -11.554666, -1.209748], [-4.490907, -10.500268, -0.672690], [-3.031314, -10.554840, -1.089097], [-5.952622, -12.879467, 1.043505], [-4.750358, -14.175947, 0.870675], [-4.235597, -12.521344, 1.201134], [-5.592083, -13.542777, -1.345065], [-3.900009, -13.102761, -1.235607], [-4.588580, -10.469857, 0.417202], [-4.928329, -9.573342, -1.049116], [-2.529164, -11.435790, -0.681823], [-2.500033, -9.671585, -0.727286], [-2.941791, -10.600616, -2.177037], [4.001745, -4.157127, 5.187976], [2.965087, -3.399171, 4.377006], [2.514332, -4.102538, 3.230651], [1.879012, -5.350601, 3.470085], [0.621339, -5.238895, 4.313010], [4.839936, -4.458540, 4.555573], [4.379247, -3.533638, 6.000693], [3.583352, -5.063563, 5.630521], [3.413898, -2.472939, 4.011058], [2.114689, -3.105521, 5.001302], [2.586409, -6.059714, 3.910780], [1.610108, -5.749376, 2.489216], [0.846012, -4.903559, 5.328311], [0.126176, -6.208159, 4.385469], [-0.073146, -4.517814, 3.875445], [2.409959, 12.231400, -2.159544], [1.650357, 11.846659, -0.901662], [1.065760, 10.555170, -0.963472], [1.960812, 9.465406, -1.135544], [2.965047, 9.322170, -0.005630], [1.772369, 12.128951, -3.040838], [2.757276, 13.264304, -2.093234], [3.284402, 11.595258, -2.312934], [0.827210, 12.550516, -0.760841], [2.286188, 11.933354, -0.014768], [2.463898, 9.534882, -2.105177], [1.343489, 8.564695, -1.169655], [3.651642, 10.171070, 0.033488], [3.561489, 8.417298, -0.140746], [2.455065, 9.268932, 0.958843], [1.461809, 17.084652, 2.415607], [1.622927, 15.932158, 1.439453], [1.207636, 14.681093, 1.962602], [-0.154669, 14.577565, 2.346388], [-1.127271, 14.796531, 1.199889], [1.967809, 16.864030, 3.358181], [1.881739, 18.000636, 1.995650], [0.411133, 17.274797, 2.645010], [2.681917, 15.824965, 1.194339], [1.106233, 16.140188, 0.496207], [-0.368557, 15.254506, 3.179435], [-0.286758, 13.563468, 2.728720], [-1.079848, 15.820313, 0.821527], [-2.151260, 14.611190, 1.529800], [-0.897669, 14.128257, 0.367029], [5.509624, 4.834962, 3.213002], [4.652017, 5.928510, 2.600037], [4.550507, 5.847314, 1.187526], [3.969883, 4.663203, 0.662861], [2.535233, 4.438993, 1.111461], [6.497508, 4.814273, 2.747332], [5.628445, 5.000777, 4.285408], [5.062769, 3.847801, 3.076285], [5.107845, 6.896577, 2.818859], [3.654668, 5.946613, 3.052363], [4.595804, 3.796132, 0.895965], [3.983837, 4.773044, -0.423456], [2.473169, 4.259330, 2.187301], [2.109914, 3.570295, 0.604130], [1.920662, 5.314343, 0.889299]],
  "forces_ev_per_angstrom": [[1.1, 0.4, -0.7], [0.7, -0.1, 1.2], [-0.4, -0.6, -0.1], [0.3, -2.7, 0.4], [-2.1, -0.2, -1.2], [-0.6, -0.3, -0.3], [-2.9, 0.5, -2.6], [2.6, 1.5, 2.5], [0.1, 0.9, -0.7], [0.2, 0.8, 0.0], [0.4, -1.2, -0.9], [-0.6, 1.2, -0.1], [0.4, -1.1, -1.0], [1.0, -1.0, 0.6], [1.8, 3.5, 1.8], [0.9, -0.1, 0.5], [0.4, -3.1, 0.5], [-0.5, -0.6, -0.5], [0.6, 0.8, 0.1], [-1.5, 0.5, 1.5], [-0.3, -0.3, 0.3], [0.4, 0.5, 3.3], [2.3, 1.5, -0.1], [0.8, 0.4, -0.8], [-0.3, -0.4, -3.0], [-2.2, -1.3, -0.4], [-1.3, 0.2, 0.1], [0.5, 0.9, 0.0], [-0.3, -0.8, -0.9], [-0.6, -0.9, -0.4], [0.1, -0.5, 0.9], [-1.2, 0.2, -0.3], [-0.1, 0.4, -0.9], [-0.5, 1.1, -0.5], [-0.1, 0.2, 1.2], [-0.9, 0.9, -0.3], [-0.2, 1.2, 0.5], [0.6, -0.5, 0.6], [0.4, -0.1, 0.6], [-0.2, -0.7, -0.7], [0.9, -0.9, 0.3], [0.2, 0.1, 1.2], [0.9, 0.5, 0.5], [0.7, 0.3, -0.9], [-0.5, -0.3, -1.2], [-1.0, -0.7, -0.3], [0.1, -0.1, -0.1], [0.1, 0.0, 0.0], [-0.4, -0.2, 0.0], [0.1, 0.0, 0.1], [0.1, 0.2, 0.0], [0.0, 0.1, 0.1], [0.0, 0.0, 0.0], [0.0, 0.1, 0.0], [0.0, -0.1, 0.0], [0.1, 0.0, 0.0], [0.1, 0.0, 0.0], [-0.1, 0.2, 0.0], [0.0, -0.1, 0.0], [0.0, 0.0, 0.0], [0.0, -0.1, -0.1], [-0.2, 0.0, 0.1], [0.0, 0.1, 0.1], [0.1, -0.3, 0.1], [0.0, -0.1, -0.1], [0.0, 0.2, -0.1], [0.0, 0.0, -0.1], [0.0, -0.1, 0.0], [0.0, 0.0, 0.0], [-0.1, -0.2, 0.0], [-0.1, 0.1, 0.0], [0.0, 0.1, 0.0], [0.2, 0.0, 0.0], [-0.1, 0.0, 0.0], [0.1, 0.0, 0.0], [0.0, 0.0, 0.1], [-0.1, -0.1, 0.0], [-0.1, 0.1, -0.1], [0.2, 0.0, 0.2], [0.0, -0.1, 0.0], [0.0, 0.0, -0.2], [0.0, 0.0, 0.0], [0.0, 0.0, 0.1], [0.0, 0.0, -0.1], [0.0, -0.1, 0.2], [-0.1, 0.0, 0.0], [-0.1, 0.0, -0.1], [0.2, 0.1, -0.1], [-0.1, 0.0, 0.0], [0.0, 0.0, 0.0], [0.0, 0.0, 0.1], [0.1, 0.2, 0.1], [0.0, 0.0, 0.1], [-0.2, 0.0, -0.1], [0.1, 0.0, -0.1], [0.1, -0.2, 0.1], [0.0, -0.1, -0.1], [0.0, 0.0, 0.0], [0.0, -0.1, 0.0], [0.0, 0.2, -0.1], [0.1, 0.0, 0.1], [0.1, 0.0, 0.0], [-0.1, -0.1, 0.0], [0.0, 0.1, 0.0], [0.0, 0.0, 0.0], [0.0, 0.1, 0.0], [-0.1, -0.2, 0.0], [0.1, 0.0, 0.1], [0.1, 0.1, -0.3], [-0.2, 0.0, 0.0], [0.1, 0.1, 0.2], [0.0, 0.1, 0.0], [0.0, 0.0, 0.0], [0.0, 0.1, 0.1], [-0.1, -0.1, -0.2], [0.0, -0.1, 0.1], [0.0, 0.0, 0.1], [0.1, 0.1, 0.0], [0.0, -0.1, 0.0], [0.1, 0.0, 0.0], [0.0, -0.1, 0.0], [0.1, -0.2, -0.1], [0.1, 0.1, 0.0], [-0.3, -0.1, -0.1], [0.0, 0.0, 0.2], [0.1, 0.1, 0.0], [0.0, 0.1, 0.1], [0.0, 0.0, 0.0], [0.0, 0.1, 0.0], [-0.1, -0.2, 0.1], [0.1, 0.0, 0.0], [0.1, 0.0, 0.0], [-0.2, 0.2, 0.0], [0.0, -0.1, 0.0], [0.0, 0.0, 0.0], [0.0, -0.1, -0.1], [-0.2, 0.0, 0.1], [0.0, 0.1, 0.0], [0.1, -0.2, 0.0], [-0.1, 0.0, -0.1], [0.1, 0.2, -0.1], [0.0, 0.0, -0.1], [0.0, -0.1, 0.0], [0.0, 0.1, 0.0], [-0.1, -0.2, 0.0], [-0.1, 0.1, 0.0], [0.0, 0.1, 0.0], [0.2, 0.0, 0.0], [-0.1, 0.0, 0.0], [0.1, 0.0, 0.0], [0.0, 0.0, 0.1], [0.0, -0.2, -0.1], [0.0, 0.0, 0.1], [0.1, 0.2, -0.2], [-0.1, 0.0, 0.0], [0.0, 0.0, 0.2], [0.0, 0.1, 0.0], [0.0, 0.0, 0.0], [0.0, 0.0, 0.1], [-0.1, 0.0, -0.2], [0.0, -0.1, 0.0], [0.0, -0.1, 0.1], [0.1, 0.1, 0.1], [0.0, -0.1, 0.0], [0.0, 0.0, 0.0], [0.0, 0.0, -0.1]],
  "orbital_gap_ev": 7.43,
  "e_homo_ev": -8.45
}